(1)
Below is C22H38N5Ti as an isolated structure, with properties calculated with wB97M-V/def2-TZVPD.

Positions of all 66 atoms, in Å:
1 Ti 0.118 0.022 -0.038
2 N 1.871 -0.308 -1.419
3 C 2.449 0.828 -2.142
4 C 1.348 1.858 -2.382
5 N 0.403 1.953 -1.248
6 C 0.836 2.931 -0.225
7 C 1.910 2.389 0.720
8 N 1.524 1.062 1.240
9 C -0.947 2.287 -1.761
10 C -1.569 1.114 -2.533
11 N -1.188 -0.189 -1.948
12 H 2.568 -0.921 -1.006
13 H 1.324 -0.897 -2.043
14 H 2.877 0.540 -3.103
15 H 3.262 1.243 -1.550
16 H 0.783 1.546 -3.259
17 H 1.773 2.841 -2.605
18 H -0.045 3.187 0.363
19 H 1.203 3.851 -0.694
20 H 2.054 3.125 1.511
21 H 2.864 2.291 0.207
22 H 0.728 1.131 1.872
23 H 2.277 0.586 1.720
24 H -0.911 3.171 -2.411
25 H -1.575 2.526 -0.909
26 H -1.252 1.123 -3.575
27 H -2.649 1.271 -2.531
28 H -1.595 -0.959 -2.461
29 H -1.577 -0.233 -0.988
30 C -0.227 -2.261 0.312
31 C 0.742 -2.914 -0.508
32 C 1.994 -2.821 0.118
33 C 1.829 -2.144 1.340
34 C 0.460 -1.775 1.476
35 C -0.203 -1.511 2.808
36 C 2.917 -1.920 2.353
37 C 3.296 -3.326 -0.442
38 C 0.476 -3.585 -1.826
39 C -1.700 -2.594 0.290
40 H -0.425 -2.456 3.321
41 H -1.133 -0.958 2.702
42 H 0.445 -0.937 3.479
43 H 3.239 -2.860 2.814
44 H 2.587 -1.272 3.169
45 H 3.817 -1.470 1.916
46 H 3.531 -4.336 -0.088
47 H 4.141 -2.693 -0.153
48 H 3.276 -3.374 -1.535
49 H 0.719 -4.651 -1.796
50 H 1.066 -3.161 -2.651
51 H -0.576 -3.506 -2.109
52 H -1.880 -3.574 0.749
53 H -2.105 -2.649 -0.726
54 H -2.286 -1.859 0.841
55 N -1.292 0.662 0.769
56 C -2.421 1.362 1.122
57 C -2.370 2.485 1.971
58 C -3.505 3.222 2.281
59 C -4.746 2.868 1.765
60 C -4.824 1.752 0.940
61 C -3.691 1.015 0.625
62 H -1.412 2.760 2.400
63 H -3.418 4.083 2.935
64 H -5.632 3.440 2.008
65 H -5.784 1.447 0.540
66 H -3.772 0.141 -0.013

Electronic energy ... -53997.0886 eV
Energy above the lowest of the compared OMol25 structures with the same formula, charge and spin ... 0.4777 eV
Charge ... 0
Spin multiplicity ... 2
Frontier orbital gap (spin up / spin down) ... 5.47 / 6.78 eV
LUMO energy (spin up / spin down) ... 0.3 / 0.3 eV
Highest occupied orbital energy (spin up / spin down) ... -5.200 / -6.517 eV

Atom charges from the Löwdin analysis, given in e for atoms 1 to 5: atom 1 (Ti): 0.7723, atom 2 (N): -0.0053, atom 3 (C): -0.1928, atom 4 (C): -0.1522, atom 5 (N): -0.2248

(2)
Below is one molecule with the formula C4H8O3S, with properties calculated with wB97M-V/def2-TZVPD.

Positions of all 16 atoms, in Å:
1 O 1.347 0.052 1.549
2 S 1.069 -0.152 0.041
3 O 2.074 -0.667 -1.027
4 C 0.409 1.296 -0.604
5 C -1.036 1.339 0.170
6 C -1.574 -0.001 -0.286
7 O -2.719 -0.645 0.086
8 C -0.398 -1.049 0.161
9 H 0.211 1.233 -1.761
10 H 1.331 2.124 -0.296
11 H -1.840 1.963 -0.097
12 H -0.850 1.416 1.342
13 H -1.532 0.080 -1.313
14 H -3.585 -0.594 -0.418
15 H -0.375 -1.461 1.232
16 H -0.488 -1.764 -0.856

Electronic energy ... -21251.4122 eV
Energy above the lowest of the compared OMol25 structures with the same formula, charge and spin ... 4.3059 eV
Charge ... 0
Frontier orbital gap ... 10.61 eV
LUMO energy ... 0.2 eV
Highest occupied orbital energy ... -10.401 eV
Structure (SMILES) ... O=S1(=O)CC[C@H](O)C1

Atom charges from the Löwdin analysis, given in e for atoms 1 to 5: atom 1 (O): -0.3843, atom 2 (S): 0.7135, atom 3 (O): -0.3898, atom 4 (C): -0.2537, atom 5 (C): -0.1441

(3)
Below is C22H30F3IrN7OSe as an isolated structure, with properties calculated with wB97M-V/def2-TZVPD.

Positions of all 65 atoms, in Å:
1 Ir 0.295 -0.087 0.405
2 C -0.348 2.532 2.570
3 C 0.132 1.390 3.431
4 O 0.189 0.130 2.705
5 C 0.885 -0.874 3.485
6 C 1.147 -2.112 2.652
7 H -0.158 3.468 3.094
8 H -1.417 2.470 2.377
9 H 0.192 2.562 1.619
10 H -0.537 1.253 4.282
11 H 1.131 1.599 3.822
12 H 0.268 -1.115 4.353
13 H 1.820 -0.444 3.850
14 H 0.292 -2.786 2.652
15 H 2.004 -2.649 3.053
16 H 1.399 -1.821 1.615
17 C -2.289 -1.500 -1.073
18 N -0.914 -1.898 -0.634
19 C -1.110 -3.042 0.308
20 N -1.841 -4.106 -0.362
21 C -3.207 -3.716 -0.723
22 N -2.969 -2.632 -1.676
23 C -2.254 -3.106 -2.871
24 N -0.919 -3.533 -2.456
25 C -0.199 -2.439 -1.847
26 C -1.083 -4.634 -1.509
27 H -2.202 -0.698 -1.805
28 H -2.860 -1.151 -0.211
29 H -1.665 -2.701 1.183
30 H -0.135 -3.418 0.616
31 H -3.759 -3.364 0.148
32 H -3.742 -4.541 -1.189
33 H -2.179 -2.302 -3.604
34 H -2.793 -3.938 -3.321
35 H -0.087 -1.631 -2.570
36 H 0.786 -2.791 -1.538
37 H -0.107 -4.991 -1.179
38 H -1.622 -5.458 -1.972
39 F -1.873 6.049 -2.057
40 C -2.738 5.036 -2.118
41 F -3.812 5.332 -1.390
42 F -3.106 4.860 -3.388
43 C -2.072 3.766 -1.605
44 C -2.714 2.946 -0.689
45 C -2.057 1.814 -0.252
46 N -0.820 1.494 -0.666
47 C -0.211 2.285 -1.563
48 C -0.809 3.423 -2.068
49 H -3.700 3.190 -0.317
50 H -2.535 1.143 0.452
51 H 0.786 1.999 -1.873
52 H -0.299 4.032 -2.802
53 Se 3.051 -0.993 -1.859
54 N 2.337 -0.087 -0.438
55 C 3.292 0.723 0.033
56 C 3.189 1.601 1.134
57 C 4.281 2.350 1.477
58 C 5.512 2.273 0.766
59 C 5.657 1.445 -0.304
60 C 4.548 0.647 -0.691
61 N 4.558 -0.205 -1.700
62 H 2.262 1.665 1.693
63 H 4.211 3.026 2.319
64 H 6.342 2.885 1.089
65 H 6.578 1.372 -0.864

Electronic energy ... -112085.6801 eV
Energy above the lowest of the compared OMol25 structures with the same formula, charge and spin ... 0.0257 eV
Charge ... +3
Spin multiplicity ... 5
Frontier orbital gap (spin up / spin down) ... 7.80 / 4.49 eV
LUMO energy (spin up / spin down) ... -9.2 / -12.5 eV
Highest occupied orbital energy (spin up / spin down) ... -17.035 / -17.039 eV

Atom charges from the Löwdin analysis, given in e for atoms 1 to 5: atom 1 (Ir): 1.3068, atom 2 (C): -0.0577, atom 3 (C): -0.2241, atom 4 (O): -0.3206, atom 5 (C): -0.2138

(4)
Below is C24H36F3O19V as an isolated structure, with properties calculated with wB97M-V/def2-TZVPD.

Positions of all 83 atoms, in Å:
1 O -21.831 9.670 -14.690
2 V -22.568 9.425 -16.067
3 O -23.381 8.022 -16.125
4 C -20.463 12.734 -19.012
5 O -20.656 13.148 -17.605
6 O -21.353 11.624 -19.086
7 C -20.617 13.923 -20.058
8 F -19.534 14.581 -20.269
9 F -21.050 13.576 -21.306
10 F -21.511 14.787 -19.659
11 C -19.884 14.310 -17.230
12 C -19.982 14.298 -15.749
13 H -21.003 14.568 -15.482
14 H -19.633 13.387 -15.264
15 H -19.358 15.156 -15.497
16 H -20.509 15.141 -17.556
17 H -18.844 14.390 -17.548
18 H -19.457 12.331 -19.128
19 C -20.367 2.498 -8.663
20 C -21.700 2.502 -9.396
21 C -22.785 3.277 -8.513
22 O -22.970 4.466 -9.294
23 C -22.315 4.414 -10.501
24 O -22.582 5.184 -11.388
25 O -21.522 3.301 -10.574
26 H -19.539 2.371 -9.360
27 H -20.243 1.622 -8.026
28 H -20.200 3.456 -8.169
29 H -22.059 1.495 -9.613
30 H -22.457 3.546 -7.509
31 H -23.664 2.635 -8.458
32 C -23.310 1.936 -17.727
33 C -22.940 0.625 -16.883
34 C -21.751 0.756 -15.932
35 O -22.204 -0.008 -14.855
36 C -23.547 -0.187 -14.913
37 O -24.221 -0.719 -14.056
38 O -24.030 0.203 -16.076
39 H -24.154 1.879 -18.414
40 H -22.435 2.373 -18.207
41 H -23.754 2.703 -17.091
42 H -22.667 -0.073 -17.674
43 H -21.551 1.780 -15.618
44 H -20.875 0.348 -16.437
45 C -14.330 6.176 -20.741
46 C -15.915 6.268 -20.542
47 C -16.672 4.918 -20.494
48 O -17.701 5.165 -19.642
49 C -17.492 6.276 -18.876
50 O -18.248 6.728 -18.002
51 O -16.336 6.843 -19.328
52 H -14.003 5.527 -21.553
53 H -13.946 5.827 -19.782
54 H -13.927 7.178 -20.885
55 H -16.342 6.904 -21.318
56 H -16.149 4.122 -19.964
57 H -17.028 4.570 -21.463
58 C -27.690 17.394 -17.785
59 C -26.352 16.825 -17.436
60 C -26.058 16.798 -15.931
61 O -25.766 15.500 -15.604
62 C -26.013 14.666 -16.674
63 O -25.741 13.506 -16.622
64 O -26.399 15.396 -17.760
65 H -28.525 17.011 -17.198
66 H -27.979 17.150 -18.807
67 H -27.679 18.475 -17.646
68 H -25.462 17.305 -17.843
69 H -26.975 17.128 -15.441
70 H -25.237 17.482 -15.716
71 C -28.334 3.910 -13.230
72 C -29.395 5.015 -13.167
73 C -29.009 6.319 -13.820
74 O -30.048 6.517 -14.713
75 C -30.877 5.427 -14.827
76 O -31.752 5.257 -15.644
77 O -30.445 4.463 -13.940
78 H -27.438 4.281 -12.732
79 H -28.185 3.748 -14.297
80 H -28.549 2.959 -12.744
81 H -29.756 5.214 -12.158
82 H -28.064 6.058 -14.296
83 H -28.894 7.230 -13.232

Electronic energy ... -98206.6339 eV
Energy above the lowest of the compared OMol25 structures with the same formula, charge and spin ... 9.4160 eV
Charge ... 0
Frontier orbital gap ... 3.77 eV
LUMO energy ... -3.8 eV
Highest occupied orbital energy ... -7.611 eV

Atom charges from the Löwdin analysis, given in e for atoms 1 to 5: atom 1 (O): -0.2684, atom 2 (V): 1.2356, atom 3 (O): -0.3094, atom 4 (C): -0.3593, atom 5 (O): -0.1324

(5)
Below is one molecule with the formula C4H10N2, with properties calculated with wB97M-V/def2-TZVPD.

Positions of all 16 atoms, in Å:
1 C 1.564 -1.467 -0.504
2 C 0.994 -0.346 -0.055
3 N 1.654 0.907 -0.079
4 C -0.279 -0.399 0.773
5 C -1.365 0.626 0.479
6 N -2.258 0.315 -0.652
7 H 2.623 -1.436 -0.729
8 H 1.062 -2.420 -0.426
9 H 2.001 1.307 0.782
10 H 1.082 1.636 -0.487
11 H 0.084 -0.304 1.802
12 H -0.739 -1.393 0.706
13 H -0.908 1.621 0.443
14 H -2.011 0.665 1.352
15 H -2.673 1.202 -0.914
16 H -1.737 0.080 -1.487

Electronic energy ... -7289.3480 eV
Energy above the lowest of the compared OMol25 structures with the same formula, charge and spin ... 1.2715 eV
Charge ... 0
Frontier orbital gap ... 10.28 eV
LUMO energy ... 0.9 eV
Highest occupied orbital energy ... -9.360 eV
Structure (SMILES) ... C=C(N)CCN

Atom charges from the Löwdin analysis, given in e for atoms 1 to 5: atom 1 (C): 0.0555, atom 2 (C): -0.4263, atom 3 (N): 0.0469, atom 4 (C): -0.1749, atom 5 (C): -0.3043